#i
10
Properties=species:S:1:pos:R:3 method="wB97M-V/def2-TZVPD" e_lumo_ev=0.507 orbital_gap_ev=9.628
C -0.79655 0.07639 0.73332
C -0.69420 0.42430 -0.64963
O -0.46935 1.53958 -1.09966
C 1.01956 -0.30251 0.01597
H -1.20807 0.86569 1.39843
H -0.83895 -0.49652 -1.24009
H -1.08297 -0.92089 1.06346
H 1.32945 -0.18463 -1.04950
H 1.65312 0.35751 0.58729
H 1.08795 -1.35892 0.24041

=====

#ii
10
Properties=species:S:1:pos:R:3 method="wB97M-V/def2-TZVPD" e_lumo_ev=0.856 orbital_gap_ev=9.539 smiles="C=C(C)O"
C 0.67782 0.18219 1.23380
C 0.32393 0.12972 -0.07559
O 1.27407 -0.61783 -0.80451
C -1.13623 0.02615 -0.46018
H 0.21843 1.01344 1.77121
H 1.52222 -0.33229 1.64937
H 1.50511 -0.16144 -1.61008
H -1.26871 0.00328 -1.54262
H -1.34428 -1.01381 -0.16752
H -1.77236 0.77058 0.00613

=====

Winner for stability: #ii

=====

#i
16
Properties=species:S:1:pos:R:3 method="wB97M-V/def2-TZVPD" e_lumo_ev="-0.611 / -0.611" orbital_gap_ev="6.205 / 6.204"
C -3.14179 0.04935 -0.08373
N 2.66114 0.77971 -0.65151
N 0.58200 -0.67134 0.18630
N 3.01693 -0.42730 -0.72249
C -0.69328 -0.49621 -0.27398
C -1.79159 -0.26411 0.47273
O 3.30645 1.45715 0.37337
H 2.81858 2.28902 0.45424
H 0.60951 -0.76256 1.19952
H 1.77889 -0.98043 -0.32646
H 3.83248 -0.69265 -0.15907
H -0.75671 -0.36267 -1.35100
H -1.71426 -0.31731 1.55290
H -3.51861 1.00176 0.30134
H -3.87566 -0.71195 0.20026
H -3.11408 0.10957 -1.17242

=====

#ii
16
Properties=species:S:1:pos:R:3 method="wB97M-V/def2-TZVPD" e_lumo_ev=0.737 orbital_gap_ev=9.212
C -1.50554 -0.00490 0.78586
C 1.10072 -0.10768 0.60470
C 1.32680 -1.25157 -0.56439
H -1.76402 2.05895 -1.54678
H -0.57188 2.38505 -0.60856
H -2.16029 -0.61148 1.51297
H -0.20577 -0.95616 1.98458
H 1.95944 -0.23042 1.44845
H 1.01868 0.91525 0.04142
H 2.38869 -1.67882 -0.48174
H 0.77075 -2.11822 -0.30731
H 0.21156 0.06853 -1.39996
N -1.10167 1.56463 -0.98523
N -2.12758 0.83583 -0.13128
N -0.26348 -0.32015 1.24948
O 0.92361 -0.54886 -1.60223

=====

Winner for stability: #ii

=====

#i
16
Properties=species:S:1:pos:R:3 method="wB97M-V/def2-TZVPD" e_lumo_ev="-0.818 / -0.989" orbital_gap_ev="6.960 / 6.554"
C -1.70402 -0.61731 -0.54138
C -0.58760 -0.64831 0.52134
O 0.21970 -1.73125 0.40372
H -1.08585 -0.56661 1.51238
H -2.40269 0.21423 -0.40455
H -2.26462 -1.54785 -0.45180
H -1.27343 -0.57905 -1.54500
N 2.37761 -0.43199 -0.16506
N -0.08437 1.87021 -0.14566
C 0.37477 0.59049 0.33566
N 1.33163 0.05056 -0.66000
H 2.38053 -0.73448 0.81719
H 3.01265 -0.89696 -0.80670
H -0.31448 2.49709 0.61167
H -0.87792 1.78518 -0.76677
H 0.89810 0.74605 1.28495

=====

#ii
16
Properties=species:S:1:pos:R:3 method="wB97M-V/def2-TZVPD" e_lumo_ev=0.770 orbital_gap_ev=9.890 smiles="[H]/N=C(/CN)CNO"
C 0.33950 0.77821 1.11114
C -1.57937 -0.34305 -0.25394
N 1.72564 0.27521 0.45808
C -0.47867 0.71060 -0.14239
N -1.12594 -1.45215 -1.08448
O 1.71946 -1.16304 0.55348
N -0.34251 1.58340 -1.10304
H 2.48768 -1.33579 1.13088
H 1.79675 0.42259 -0.55287
H 0.42807 2.22761 -0.89720
H -0.79613 -1.07640 -1.97504
H -0.31914 -1.90250 -0.65330
H 0.37641 1.79945 1.49515
H 0.10580 0.05656 1.89478
H -2.45798 0.11809 -0.71564
H -1.87956 -0.69878 0.73443

=====

Winner for stability: #ii

=====

#i
89
Properties=species:S:1:pos:R:3 method="wB97M-V/def2-TZVPD" total_charge=+2 e_lumo_ev="-4.757 / -7.525" orbital_gap_ev="8.660 / 6.429" spin_multiplicity=5
Pt 0.09945 0.44579 0.05638
S 4.50723 -0.29066 -1.22699
C 3.08126 0.51289 -0.77088
N 1.98737 -0.18934 -0.83121
C 2.23406 -1.48818 -1.26921
C 1.28843 -2.50022 -1.44028
C 1.73341 -3.73502 -1.85974
C 3.09203 -3.97083 -2.11736
C 4.03052 -2.97437 -1.96098
C 3.58473 -1.72570 -1.53041
H 3.09475 1.54318 -0.44678
H 0.24254 -2.31343 -1.24176
H 1.02488 -4.54167 -1.99200
H 3.40789 -4.95064 -2.44811
H 5.07692 -3.15602 -2.16342
C -0.30173 1.08014 5.91779
C -1.03824 1.45089 4.80121
C -0.85918 0.77840 3.60240
C 0.05526 -0.26684 3.52256
C 0.79090 -0.64193 4.64264
C 0.60999 0.03652 5.83891
As 0.21538 -1.21929 1.86140
C 1.95923 -2.02772 1.90679
C 2.11318 -3.38910 1.67022
C 3.38665 -3.94149 1.65570
C 4.49759 -3.13841 1.87269
C 4.34189 -1.77813 2.10954
C 3.07269 -1.21968 2.12570
C -1.02051 -2.68431 1.93463
C -1.02855 -3.47931 3.07790
C -1.88943 -4.56157 3.15331
C -2.73847 -4.84952 2.09179
C -2.73066 -4.05385 0.95664
C -1.87141 -2.96559 0.87366
H -0.43947 1.60502 6.85308
H -1.75195 2.26125 4.86787
H -1.44222 1.06380 2.73188
H 1.50941 -1.45097 4.58663
H 1.18072 -0.25115 6.71116
H 1.24854 -4.02279 1.51213
H 3.50852 -5.00296 1.48639
H 5.48736 -3.57492 1.87318
H 5.20712 -1.15612 2.29553
H 2.95351 -0.16077 2.33077
H -0.37221 -3.25858 3.91150
H -1.89988 -5.17995 4.04030
H -3.40968 -5.69519 2.15415
H -3.39763 -4.27942 0.13501
H -1.87434 -2.33360 -0.00478
C -3.79210 0.09539 -2.02330
S -2.06662 0.15720 -2.46243
C -2.02637 -1.08582 -3.73707
O -1.36115 -0.54011 -1.27677
H -4.37579 0.42518 -2.88205
H -3.94082 0.78559 -1.19411
H -4.05742 -0.91943 -1.73219
H -2.61513 -0.73106 -4.58272
H -2.42778 -2.01882 -3.34525
H -0.98686 -1.20499 -4.03754
C -1.19227 3.96009 1.32025
C -2.16446 3.25768 0.36156
C -3.60298 3.53329 0.78076
C -1.86677 3.64955 -1.06634
C -2.63694 4.53104 -1.78307
C -2.28278 4.91136 -3.08105
C -1.13855 4.40071 -3.69355
C -0.32055 3.49800 -3.05734
C 0.92144 2.96537 -3.72846
C 2.17812 3.39009 -2.96184
C 0.88401 1.45462 -3.96367
C -0.69428 3.09108 -1.71945
N -0.01519 2.17932 -1.08767
H -1.37872 3.64437 2.34634
H -1.33457 5.04037 1.27183
H -0.14982 3.74628 1.08275
H -1.99377 2.16950 0.44498
H -3.79873 4.60458 0.84394
H -3.78449 3.11583 1.77072
H -4.32876 3.09722 0.09300
H -3.52441 4.95574 -1.33596
H -2.90063 5.61965 -3.61598
H -0.88641 4.72095 -4.69646
H 0.95686 3.44254 -4.71047
H 2.17215 2.98080 -1.95083
H 2.24652 4.47458 -2.88174
H 3.07238 3.02999 -3.47125
H 0.85691 0.89645 -3.02498
H 1.77972 1.14610 -4.50390
H 0.01909 1.17105 -4.56630

=====

#ii
89
Properties=species:S:1:pos:R:3 method="wB97M-V/def2-TZVPD" total_charge=+2 e_lumo_ev="-5.004 / -8.646" orbital_gap_ev="7.565 / 5.264" spin_multiplicity=5
Pt 0.21005 0.42964 -0.04345
S -0.20639 -3.27012 -2.84501
C 0.48602 -2.13916 -1.78035
N -0.28742 -1.15743 -1.40705
C -1.54889 -1.25458 -1.99075
C -2.60203 -0.35248 -1.83087
C -3.77491 -0.59975 -2.50878
C -3.91377 -1.72883 -3.33152
C -2.87918 -2.62385 -3.49762
C -1.68737 -2.36961 -2.81880
H 1.51356 -2.22999 -1.45747
H -2.50242 0.51252 -1.18488
H -4.60493 0.08582 -2.40857
H -4.84832 -1.89578 -3.84836
H -2.98568 -3.48844 -4.13777
C 5.87491 -0.66877 -2.25523
C 5.58039 0.45066 -3.02389
C 4.38305 1.12497 -2.84111
C 3.48214 0.67818 -1.87885
C 3.77563 -0.44554 -1.11459
C 4.97392 -1.11996 -1.30155
As 1.82985 1.61959 -1.61216
C 2.23050 3.32677 -0.83148
C 3.43935 3.60859 -0.21657
C 3.57671 4.78436 0.50630
C 2.50931 5.66898 0.62013
C 1.30637 5.39647 -0.01899
C 1.17188 4.23169 -0.75008
C 1.16672 2.03479 -3.36879
C 0.39742 1.09488 -4.04910
C -0.05599 1.36990 -5.32951
C 0.25527 2.58270 -5.92904
C 1.02172 3.52000 -5.25095
C 1.47944 3.25095 -3.96903
H 6.80949 -1.19240 -2.40311
H 6.28337 0.79619 -3.76946
H 4.15152 1.98975 -3.45193
H 3.07855 -0.79365 -0.35603
H 5.20542 -1.99235 -0.70518
H 4.26987 2.91704 -0.29297
H 4.52121 5.01363 0.98173
H 2.62197 6.57412 1.20130
H 0.47564 6.08718 0.04599
H 0.24097 4.01486 -1.25965
H 0.15576 0.14241 -3.58967
H -0.65036 0.63896 -5.86063
H -0.09884 2.79734 -6.92778
H 1.26583 4.46315 -5.72002
H 2.07307 3.98896 -3.44374
C -3.55605 -2.04540 1.33751
S -1.79600 -1.86698 1.57263
C -1.73963 -2.07832 3.34370
O -1.51799 -0.37752 1.35567
H -3.84566 -3.05520 1.62373
H -3.76174 -1.88697 0.28019
H -4.07111 -1.30283 1.94557
H -2.05668 -3.09160 3.58568
H -2.39106 -1.34078 3.80975
H -0.70867 -1.93185 3.65814
C -1.91650 3.45651 0.51585
C -1.70183 3.74165 2.00106
C -2.46722 2.71494 2.85260
C -0.28247 3.80932 2.52555
C 0.07847 4.83684 3.36521
C 1.23796 4.78764 4.14005
C 2.04265 3.64632 4.13720
C 1.77185 2.58231 3.31903
C 2.59705 1.31717 3.39531
C 1.73702 0.09936 3.74581
C 3.43614 1.06285 2.14296
C 0.63714 2.69022 2.41979
N 0.47215 1.78914 1.50620
H -2.98568 3.36046 0.32120
H -1.44986 2.51290 0.20510
H -1.53403 4.25468 -0.11461
H -2.13528 4.72634 2.19310
H -2.13485 1.70195 2.61639
H -3.53509 2.78291 2.64189
H -2.31881 2.89385 3.91681
H -0.57649 5.69520 3.44971
H 1.48042 5.61492 4.79265
H 2.89452 3.59207 4.80289
H 3.29474 1.47019 4.22213
H 1.04643 -0.14399 2.93243
H 1.14604 0.27788 4.64453
H 2.37452 -0.76716 3.92408
H 2.80127 0.90143 1.26335
H 4.05440 0.17450 2.27793
H 4.09017 1.90440 1.92222

=====

Winner for stability: #i